No. 1
A molecular structure, C34H32Cl4F3NO7SSbW at a distorted geometry. Source: the OMol25 dataset; level of theory: ωB97M-V/def2-TZVPD.

CARTESIAN COORDINATES (ANGSTROEM)
W 0.138 -0.938 -0.380
Cl -5.842 -4.279 0.268
C -4.265 -3.584 0.585
C -3.727 -3.632 1.908
Cl -4.612 -4.309 3.217
C -2.453 -3.165 2.116
Cl -1.758 -3.065 3.711
C -1.740 -2.581 1.082
O -0.540 -2.079 1.250
C -2.272 -2.479 -0.223
O -1.411 -2.008 -1.118
C -3.536 -2.967 -0.428
Cl -4.222 -2.706 -2.027
F 1.240 3.573 2.124
C 0.406 3.990 1.188
F 1.166 4.248 0.153
F -0.145 5.110 1.554
C -0.619 2.904 0.988
C -1.988 3.168 1.076
C -2.924 2.168 0.890
C -2.441 0.915 0.595
N -1.103 0.597 0.525
C -0.207 1.593 0.725
S 1.420 1.032 0.587
H -2.235 4.220 1.306
H -4.008 2.318 0.893
H -3.089 0.106 0.408
O -1.259 2.460 -3.064
C -0.760 1.568 -4.019
C 0.072 0.463 -3.262
O 0.940 -0.206 -3.798
O -0.354 0.323 -2.050
C 0.170 2.381 -4.944
C 1.232 3.000 -4.353
C 2.134 3.739 -5.084
C 1.894 3.909 -6.444
C 0.782 3.321 -7.045
C -0.055 2.497 -6.320
C -1.897 0.857 -4.782
C -1.559 -0.141 -5.736
C -2.564 -0.806 -6.441
C -3.927 -0.534 -6.201
C -4.228 0.407 -5.204
C -3.234 1.106 -4.525
H -1.588 1.919 -2.338
H 1.395 2.881 -3.272
H 2.986 4.241 -4.586
H 2.527 4.506 -7.088
H 0.638 3.423 -8.139
H -0.916 2.043 -6.793
H -0.497 -0.345 -5.841
H -2.287 -1.574 -7.179
H -4.693 -1.079 -6.784
H -5.297 0.682 -5.005
H -3.549 1.913 -3.857
C 4.269 1.242 4.746
C 4.007 -0.235 4.946
Sb 1.994 -0.617 4.237
C 1.746 -2.616 4.991
C 1.927 -3.701 3.878
C 0.996 0.065 6.086
C 1.671 -0.211 7.430
H 5.306 1.486 5.005
H 3.638 1.870 5.351
H 4.125 1.548 3.698
H 4.067 -0.535 5.997
H 4.730 -0.882 4.384
H 0.717 -2.632 5.375
H 2.431 -2.738 5.786
H 1.275 -3.505 3.029
H 1.647 -4.649 4.320
H 2.980 -3.774 3.569
H -0.015 -0.389 6.056
H 0.878 1.151 5.973
H 2.072 -1.236 7.520
H 0.971 -0.078 8.265
H 2.513 0.467 7.514
C 3.490 -3.394 0.761
O 2.852 -2.147 0.947
C 1.843 -1.881 0.057
O 1.602 -2.599 -0.941
H 4.416 -3.372 1.347
H 3.742 -3.580 -0.285
H 2.771 -4.163 1.139

Values from the calculation:
Total charge: -1
HOMO-LUMO gap (spin up / spin down): 6.938 / 7.303 eV
2S+1: 3
ΔE to the lowest compared entry with this formula, charge and spin: 0.000 eV
E_HOMO (spin up / spin down): -4.7 / -5.4 eV

***

No. 2
A molecular structure, C34H32F5GeNReSbSe. Source: the OMol25 dataset; level of theory: ωB97M-V/def2-TZVPD.

CARTESIAN COORDINATES (ANGSTROEM)
Re 0.778 0.367 -0.090
F -1.821 -4.312 0.139
C -1.810 -3.057 -0.275
C -0.755 -2.243 0.097
C -0.743 -0.916 -0.341
C -1.823 -0.391 -1.097
C -2.848 -1.265 -1.445
F -3.878 -0.829 -2.157
C -2.856 -2.594 -1.057
C -1.790 1.056 -1.359
C -2.768 1.797 -1.997
C -2.612 3.173 -2.124
C -1.483 3.791 -1.603
C -0.536 3.008 -0.986
N -0.673 1.673 -0.870
H 0.019 -2.654 0.735
H -3.670 -3.247 -1.345
H -3.645 1.313 -2.394
H -3.371 3.758 -2.628
H -1.334 4.859 -1.678
H 0.362 3.443 -0.559
F 2.328 5.656 4.914
C 1.758 4.600 4.366
C 0.485 4.233 4.781
C -0.110 3.130 4.199
C 0.568 2.408 3.213
C 1.853 2.784 2.829
C 2.459 3.888 3.403
Sb -0.352 0.723 2.376
C 0.025 -0.959 3.566
C 1.079 -0.855 4.475
C 1.373 -1.911 5.317
C 0.603 -3.061 5.231
F 0.875 -4.072 6.034
C -0.451 -3.186 4.333
C -0.738 -2.126 3.495
C -2.368 1.174 2.015
C -2.727 2.519 1.923
C -4.037 2.870 1.647
C -4.969 1.859 1.464
F -6.219 2.186 1.190
C -4.635 0.514 1.559
C -3.323 0.175 1.835
H -0.012 4.806 5.552
H -1.100 2.836 4.528
H 2.416 2.196 2.114
H 3.461 4.198 3.141
H 1.659 0.058 4.554
H 2.172 -1.855 6.044
H -1.033 -4.098 4.320
H -1.573 -2.214 2.812
H -1.994 3.304 2.075
H -4.350 3.903 1.589
H -5.406 -0.235 1.437
H -3.065 -0.874 1.924
C 2.954 2.476 -0.739
Ge 3.639 1.056 -1.954
C 2.045 0.379 -2.889
C 5.099 1.633 -3.084
C 4.250 -0.278 -0.607
Se 2.757 -1.216 0.234
C 2.545 -2.631 -1.102
H 2.502 3.309 -1.277
H 3.727 2.855 -0.072
H 2.140 2.115 -0.058
H 1.612 1.183 -3.484
H 1.249 0.017 -2.212
H 2.283 -0.441 -3.567
H 4.782 2.462 -3.715
H 5.412 0.810 -3.727
H 5.954 1.949 -2.489
H 4.755 0.225 0.218
H 4.903 -1.077 -0.959
H 2.681 -2.214 -2.094
H 1.556 -3.061 -0.990
H 3.310 -3.370 -0.877

Values from the calculation:
Total charge: +3
HOMO-LUMO gap (spin up / spin down): 6.606 / 5.633 eV
2S+1: 4
E_HOMO (spin up / spin down): -16.9 / -16.9 eV

***

No. 3
A molecular structure, C34H32KNO2P2 at a distorted geometry. Source: the OMol25 dataset; level of theory: ωB97M-V/def2-TZVPD.

CARTESIAN COORDINATES (ANGSTROEM)
K -0.331 -0.379 0.929
N -0.203 1.099 -2.537
P 0.662 2.127 -1.442
C 2.424 1.771 -1.829
C 3.240 1.276 -0.816
C 4.556 0.909 -1.082
C 5.058 1.031 -2.368
C 4.250 1.527 -3.388
C 2.943 1.897 -3.118
C 0.461 3.731 -2.291
C -0.569 3.980 -3.193
C -0.700 5.235 -3.782
C 0.190 6.249 -3.467
C 1.213 6.012 -2.555
C 1.346 4.764 -1.971
P -0.118 -0.598 -2.137
C -0.037 -1.281 -3.829
C -1.130 -1.250 -4.698
C -0.997 -1.710 -5.999
C 0.225 -2.205 -6.442
C 1.314 -2.241 -5.584
C 1.183 -1.781 -4.280
C -1.854 -0.972 -1.675
C -2.140 -2.293 -1.319
C -3.417 -2.653 -0.916
C -4.416 -1.688 -0.842
C -4.135 -0.372 -1.178
C -2.858 -0.013 -1.598
H 0.001 1.267 -3.518
H 2.846 1.181 0.190
H 5.183 0.527 -0.286
H 6.081 0.746 -2.579
H 4.645 1.628 -4.392
H 2.325 2.299 -3.915
H -1.278 3.198 -3.436
H -1.503 5.416 -4.486
H 0.088 7.223 -3.929
H 1.909 6.803 -2.302
H 2.152 4.583 -1.267
H -2.085 -0.878 -4.348
H -1.848 -1.689 -6.669
H 0.324 -2.568 -7.458
H 2.264 -2.632 -5.928
H 2.031 -1.806 -3.605
H -1.355 -3.043 -1.358
H -3.628 -3.679 -0.641
H -5.410 -1.963 -0.512
H -4.911 0.380 -1.111
H -2.635 1.013 -1.864
C -0.649 -2.512 9.078
C -0.583 -2.169 7.612
C 0.379 -2.732 6.787
C 0.457 -2.416 5.432
C 1.506 -3.076 4.568
C -0.441 -1.491 4.902
C -1.414 -0.898 5.716
C -2.388 0.114 5.161
C -1.477 -1.259 7.055
C -0.356 -1.125 3.441
O -0.451 -2.052 2.589
O -0.195 0.096 3.152
H -0.018 -3.370 9.312
H -1.670 -2.747 9.383
H -0.311 -1.672 9.691
H 1.089 -3.441 7.203
H 2.265 -3.557 5.186
H 1.998 -2.355 3.915
H 1.053 -3.827 3.920
H -2.852 -0.249 4.242
H -1.877 1.044 4.913
H -3.178 0.323 5.883
H -2.243 -0.812 7.685

Values from the calculation:
HOMO-LUMO gap: 8.099 eV
ΔE to the lowest compared entry with this formula, charge and spin: 0.520 eV
E_HOMO: -7.8 eV